DFT (ωB97M-V/def2-TZVPD) results for 11 unconnected molecules or ions with the total composition C46H52Cl6N8 at a distorted geometry.

```
! RIJCOSX wB97M-V def2-TZVPD def2/J DEFGRID3
* xyz 0 1
C 8.05 -0.40 -5.46
C 7.27 -0.25 -6.61
C 7.30 -1.26 -7.64
N 8.23 -2.19 -7.62
C 9.04 -2.26 -6.57
C 8.95 -1.49 -5.45
H 7.97 0.38 -4.72
H 6.53 0.55 -6.59
H 6.59 -1.31 -8.45
H 9.83 -2.99 -6.69
H 9.55 -1.80 -4.60
C -1.58 8.93 -3.55
C -2.55 8.03 -3.95
C -2.95 7.02 -3.12
N -2.32 6.82 -1.84
C -1.32 7.70 -1.51
C -0.94 8.74 -2.35
H -1.31 9.73 -4.22
H -3.10 8.12 -4.88
H -3.70 6.34 -3.49
H -0.90 7.67 -0.51
H -0.14 9.37 -2.02
C -8.13 0.58 -0.45
C -9.53 0.63 -0.37
C -10.19 -0.60 -0.06
N -9.51 -1.73 0.32
C -8.13 -1.71 0.33
C -7.38 -0.60 -0.08
H -7.61 1.52 -0.58
H -10.02 1.59 -0.48
H -11.27 -0.54 -0.10
H -7.51 -2.58 0.48
H -6.31 -0.52 0.04
C -6.19 6.23 4.21
C -6.55 5.78 5.47
C -7.38 6.58 6.29
N -7.90 7.79 5.79
C -7.46 8.25 4.59
C -6.57 7.46 3.84
H -5.46 5.74 3.59
H -6.27 4.81 5.86
H -7.73 6.27 7.26
H -7.74 9.25 4.32
H -6.15 8.02 3.02
C -7.14 -6.49 -3.67
C -7.05 -5.48 -4.61
C -5.85 -4.76 -4.77
N -4.80 -4.96 -3.93
C -4.91 -5.92 -3.00
C -6.05 -6.72 -2.81
H -8.06 -7.01 -3.44
H -7.82 -5.38 -5.36
H -5.83 -3.96 -5.50
H -4.00 -6.06 -2.43
H -6.05 -7.52 -2.08
C 9.62 -2.13 3.00
C 9.58 -3.17 3.91
C 8.88 -4.35 3.60
N 8.23 -4.54 2.37
C 8.28 -3.48 1.48
C 8.97 -2.26 1.77
H 10.18 -1.27 3.34
H 9.93 -3.04 4.92
H 8.87 -5.04 4.43
H 7.64 -3.54 0.61
H 9.11 -1.50 1.02
C 2.22 0.02 0.38
C 1.46 -1.12 0.57
C 0.27 -0.94 1.28
N -0.14 0.25 1.78
C 0.58 1.35 1.54
C 1.84 1.27 0.89
H 3.10 0.01 -0.24
H 1.84 -2.11 0.33
H -0.41 -1.76 1.44
H 0.32 2.25 2.07
H 2.32 2.20 0.61
C 2.62 -7.84 5.09
C 2.16 -8.71 6.05
C 1.27 -8.25 6.98
N 0.89 -6.98 7.03
C 1.38 -6.13 6.09
C 2.39 -6.50 5.21
H 3.39 -8.20 4.42
H 2.42 -9.75 5.87
H 0.85 -8.96 7.69
H 0.91 -5.18 6.31
H 2.99 -5.82 4.63
Cl 4.04 -5.10 -4.48
C 4.63 -6.70 -4.43
C 3.54 -7.78 -4.43
Cl 4.25 -9.39 -4.75
H 5.34 -6.77 -3.60
H 5.22 -6.89 -5.33
H 2.87 -7.51 -5.25
H 3.01 -7.95 -3.50
Cl -2.12 1.78 -5.19
C -0.71 1.67 -4.31
C 0.41 2.62 -4.93
Cl 0.68 2.50 -6.69
H -0.38 0.63 -4.34
H -0.89 1.91 -3.26
H 1.30 2.26 -4.41
H 0.27 3.67 -4.67
Cl -0.34 10.38 5.83
C -0.09 9.51 7.36
C 1.26 8.76 7.29
Cl 1.44 7.82 5.74
H -0.81 8.70 7.32
H -0.31 10.13 8.23
H 1.36 8.05 8.11
H 2.11 9.44 7.31
*
```

Summary:
- orbital gap (Ha) = 0.350

Here are the Löwdin charges for atoms 1 to 2, given in e: number 1, C, carries -0.07; number 2, C, carries -0.06

DFT (ωB97M-V/def2-TZVPD) results for a molecular structure, C46H52F3N5O2P2S3Ti.

```
! RIJCOSX wB97M-V def2-TZVPD def2/J DEFGRID3
* xyz 0 3
Ti 0.37 -0.33 0.66
C -8.51 0.58 0.30
S -7.55 1.12 -1.11
C -6.09 0.10 -0.85
C -5.04 0.40 -1.91
C -3.72 -0.33 -1.66
N -3.13 -0.09 -0.32
P -2.13 1.31 -0.11
C -3.00 2.70 -0.93
C -2.54 3.01 -2.21
C -3.12 4.03 -2.95
C -4.16 4.77 -2.41
C -4.60 4.49 -1.12
C -4.03 3.47 -0.38
C -2.58 1.75 1.63
C -3.77 1.33 2.21
C -4.12 1.73 3.49
C -3.28 2.57 4.21
C -2.10 3.01 3.63
C -1.75 2.60 2.35
P -2.18 -1.33 0.49
C -3.34 -1.89 1.77
C -4.67 -2.16 1.43
C -5.60 -2.47 2.41
C -5.21 -2.52 3.74
C -3.90 -2.25 4.09
C -2.96 -1.93 3.11
C -2.13 -2.71 -0.70
C -2.73 -3.94 -0.46
C -2.63 -4.97 -1.39
C -1.92 -4.77 -2.57
C -1.30 -3.55 -2.80
C -1.40 -2.53 -1.87
H -9.45 1.13 0.30
H -7.99 0.78 1.23
H -8.74 -0.49 0.24
H -6.38 -0.95 -0.88
H -5.69 0.31 0.15
H -4.89 1.47 -1.98
H -5.41 0.06 -2.88
H -3.01 -0.07 -2.45
H -3.90 -1.40 -1.75
H -1.73 2.43 -2.64
H -2.76 4.24 -3.95
H -4.62 5.56 -2.98
H -5.41 5.06 -0.69
H -4.39 3.26 0.62
H -4.43 0.67 1.65
H -5.04 1.37 3.92
H -3.54 2.87 5.21
H -1.43 3.66 4.18
H -0.81 2.95 1.93
H -4.98 -2.12 0.39
H -6.63 -2.67 2.13
H -5.93 -2.76 4.51
H -3.59 -2.28 5.12
H -1.94 -1.70 3.38
H -3.27 -4.11 0.46
H -3.10 -5.92 -1.19
H -1.84 -5.57 -3.29
H -0.73 -3.39 -3.71
H -0.87 -1.60 -2.05
C 5.63 -5.85 0.34
C 4.96 -4.53 0.07
C 5.39 -3.36 0.69
C 4.75 -2.15 0.48
C 3.66 -2.12 -0.37
C 3.21 -3.26 -1.02
C 3.87 -4.46 -0.79
S 2.81 -0.63 -0.68
O 1.46 -0.96 -1.22
O 3.63 0.18 -1.55
N 2.58 0.02 0.78
C 2.42 1.42 0.64
C 3.48 2.32 0.74
C 3.22 3.65 0.46
C 1.94 4.04 0.09
C 0.95 3.08 0.05
N 1.17 1.80 0.35
H 6.53 -5.72 0.93
H 5.89 -6.35 -0.59
H 4.96 -6.51 0.89
H 6.25 -3.40 1.35
H 5.09 -1.25 0.97
H 2.35 -3.21 -1.67
H 3.52 -5.36 -1.28
H 4.46 1.95 0.97
H 4.03 4.38 0.49
H 1.71 5.07 -0.16
H -0.07 3.35 -0.23
F 1.76 -2.81 1.97
C 0.61 -2.53 1.24
F -0.40 -3.07 2.06
F 0.66 -3.47 0.23
C 1.01 -2.71 6.55
C 1.07 -2.47 5.06
N 2.01 -1.40 4.74
C 1.77 -0.36 3.95
S 0.21 -0.04 3.32
N 2.78 0.48 3.68
C 4.18 0.27 4.01
C 4.53 0.60 5.45
H 0.36 -3.56 6.77
H 0.61 -1.83 7.07
H 1.99 -2.93 6.97
H 0.11 -2.17 4.65
H 1.38 -3.37 4.51
H 2.97 -1.56 5.03
H 2.56 1.16 2.96
H 4.74 0.92 3.34
H 4.46 -0.76 3.74
H 4.24 1.62 5.69
H 5.61 0.51 5.59
H 4.04 -0.06 6.16
*
```

Summary:
- orbital gap (spin up / spin down) (Ha) = 0.233 / 0.311
- expectation value of S² = 2.006

Here are the Löwdin charges for atoms 1 to 2, given in e: number 1, Ti, carries 0.49; number 2, C, carries -0.43

DFT (ωB97M-V/def2-TZVPD) results for 9 unconnected molecules or ions with the total composition C46H52O18S4 at a distorted geometry.

```
! RIJCOSX wB97M-V def2-TZVPD def2/J DEFGRID3
* xyz 0 1
O 20.07 9.23 12.69
C 19.88 10.09 13.55
C 20.58 10.11 14.84
C 20.42 11.10 15.77
C 19.40 12.12 15.59
O 19.23 12.98 16.45
C 18.69 12.10 14.26
C 18.98 11.25 13.30
H 21.32 9.32 14.85
H 20.95 11.14 16.73
H 17.98 12.93 14.11
H 18.56 11.31 12.31
O 8.44 17.74 10.67
C 9.10 17.49 11.64
C 10.43 18.01 12.03
C 11.11 17.74 13.16
C 10.58 16.72 14.20
O 11.21 16.58 15.26
C 9.27 16.13 13.78
C 8.64 16.45 12.65
H 10.86 18.70 11.32
H 12.05 18.20 13.40
H 8.75 15.41 14.41
H 7.77 16.02 12.20
O 17.32 19.55 12.58
C 16.27 19.52 12.00
C 15.62 18.25 11.57
C 14.54 18.14 10.84
C 13.73 19.35 10.49
O 12.62 19.34 9.97
C 14.40 20.64 10.93
C 15.55 20.74 11.66
H 16.12 17.34 11.82
H 14.18 17.19 10.51
H 13.96 21.59 10.63
H 16.11 21.67 11.90
O 22.41 16.50 10.21
C 21.38 16.27 10.82
C 20.34 17.31 10.89
C 19.28 17.18 11.69
C 19.11 15.90 12.50
O 18.05 15.66 13.03
C 20.25 14.92 12.42
C 21.29 15.07 11.63
H 20.44 18.15 10.27
H 18.54 17.97 11.82
H 20.11 14.15 13.17
H 22.11 14.39 11.56
O 12.91 9.92 13.11
C 14.02 9.65 13.57
C 15.24 9.37 12.68
C 16.42 9.15 13.22
C 16.73 9.19 14.72
O 17.82 8.85 15.14
C 15.55 9.46 15.54
C 14.31 9.63 15.01
H 15.07 9.33 11.62
H 17.20 8.91 12.47
H 15.66 9.52 16.62
H 13.47 9.73 15.70
O 9.76 13.49 7.34
S 9.66 14.84 7.85
O 8.80 15.75 7.16
C 9.40 14.88 9.59
C 10.84 15.00 10.16
C 11.60 15.96 9.22
C 11.34 15.51 7.80
H 8.91 13.93 9.88
H 8.81 15.77 9.86
H 10.83 15.25 11.19
H 11.31 14.00 10.18
H 12.65 15.95 9.51
H 11.22 16.98 9.37
H 12.05 14.76 7.42
H 11.31 16.39 7.15
O 19.86 12.06 6.21
S 18.59 12.43 6.77
O 17.38 11.66 6.43
C 18.65 12.37 8.59
C 18.42 13.85 9.04
C 19.03 14.74 7.91
C 18.50 14.20 6.57
H 19.53 11.84 8.88
H 17.76 11.78 8.78
H 17.32 13.99 9.03
H 18.74 14.04 10.07
H 20.14 14.71 7.94
H 18.82 15.81 8.04
H 19.09 14.49 5.70
H 17.43 14.35 6.45
O 15.48 14.89 10.73
S 15.38 13.69 11.52
O 16.42 12.65 11.47
C 15.02 14.24 13.14
C 13.51 14.48 13.13
C 12.89 13.26 12.46
C 13.73 12.99 11.17
H 15.65 15.09 13.44
H 15.29 13.38 13.76
H 13.10 14.56 14.14
H 13.28 15.40 12.58
H 11.83 13.34 12.19
H 12.94 12.38 13.10
H 13.32 13.45 10.25
H 13.90 11.95 10.96
O 10.89 11.66 10.73
S 11.43 10.43 10.13
O 12.84 10.32 9.86
C 10.72 9.17 11.24
C 9.70 8.43 10.37
C 9.19 9.50 9.34
C 10.46 10.19 8.76
H 10.24 9.69 12.06
H 11.51 8.54 11.67
H 10.24 7.59 9.86
H 8.95 8.01 11.03
H 8.56 10.21 9.90
H 8.72 9.01 8.51
H 10.24 11.15 8.28
H 11.04 9.55 8.12
*
```

Summary:
- orbital gap (Ha) = 0.289

Here are the Löwdin charges for atoms 1 to 2, given in e: number 1, O, carries 0.10; number 2, C, carries -0.40

DFT (ωB97M-V/def2-TZVPD) results for a molecular structure, C46H53Cl4F3GeN2O2P2SSbTi at a distorted geometry.

```
! RIJCOSX wB97M-V def2-TZVPD def2/J DEFGRID3
* xyz 0 2
Ti 1.00 0.01 0.11
C -0.25 -0.73 5.61
C 0.45 -0.34 4.31
C 1.96 -0.41 4.53
P -0.06 -1.18 2.70
C -1.79 -1.80 3.04
C -2.63 -2.03 1.79
C -1.97 -3.04 3.93
C 1.12 -2.56 2.60
C 1.21 -3.50 3.63
C 2.22 -4.44 3.69
C 3.21 -4.41 2.71
C 3.15 -3.48 1.70
C 2.10 -2.55 1.59
N 2.11 -1.63 0.53
C 2.86 -2.04 -0.61
C 2.65 -3.27 -1.23
C 3.34 -3.58 -2.39
C 4.23 -2.68 -2.95
C 4.42 -1.44 -2.35
C 3.75 -1.12 -1.17
P 3.61 0.48 -0.35
C 4.49 1.75 -1.35
C 6.02 1.65 -1.37
C 3.93 1.79 -2.78
C 4.51 0.33 1.26
C 4.85 1.70 1.85
C 5.73 -0.59 1.24
H 0.07 -0.04 6.40
H -1.34 -0.67 5.55
H 0.03 -1.73 5.92
H 0.19 0.71 4.11
H 2.24 -1.37 4.98
H 2.54 -0.32 3.61
H 2.27 0.38 5.21
H -2.21 -0.94 3.57
H -2.35 -2.96 1.29
H -3.68 -2.12 2.08
H -2.54 -1.23 1.06
H -1.55 -3.92 3.45
H -1.53 -2.94 4.92
H -3.04 -3.22 4.06
H 0.47 -3.49 4.41
H 2.25 -5.16 4.50
H 4.04 -5.10 2.75
H 3.94 -3.47 0.96
H 1.93 -3.96 -0.82
H 3.15 -4.53 -2.88
H 4.74 -2.91 -3.87
H 5.09 -0.73 -2.81
H 4.21 2.68 -0.85
H 6.41 2.38 -2.08
H 6.46 1.87 -0.40
H 6.38 0.67 -1.68
H 4.48 1.14 -3.45
H 2.89 1.49 -2.84
H 4.00 2.81 -3.17
H 3.76 -0.15 1.90
H 5.73 2.13 1.38
H 4.04 2.42 1.75
H 5.07 1.60 2.92
H 6.54 -0.18 0.64
H 6.11 -0.72 2.26
H 5.49 -1.58 0.84
Cl -0.34 2.05 1.74
C 1.35 1.41 1.65
H 1.62 1.10 2.65
H 1.95 2.25 1.30
S -1.23 -3.74 -1.12
C -0.84 -2.28 -0.64
N -0.59 -1.18 -0.26
C 0.23 3.39 -2.43
C 0.96 2.71 -1.31
O 1.84 3.26 -0.66
O 0.54 1.47 -1.07
H 0.81 4.24 -2.79
H -0.72 3.76 -2.04
H 0.02 2.69 -3.23
Cl 1.31 0.69 -4.83
Ge 0.87 -0.80 -3.20
Cl -1.62 -0.43 -3.45
Cl 0.73 -2.59 -4.51
F -7.61 -3.02 -3.40
C -6.64 -2.17 -3.04
C -6.41 -1.95 -1.69
C -5.41 -1.06 -1.33
C -4.66 -0.41 -2.30
C -4.90 -0.67 -3.65
C -5.91 -1.54 -4.03
Sb -3.13 0.90 -1.67
C -4.30 1.74 -0.05
C -5.59 2.16 -0.38
C -6.44 2.68 0.59
C -5.97 2.76 1.89
F -6.79 3.26 2.84
C -4.70 2.36 2.25
C -3.87 1.84 1.27
C -3.13 2.60 -2.92
C -2.84 2.52 -4.28
C -2.80 3.67 -5.05
C -3.04 4.89 -4.45
F -2.99 6.00 -5.19
C -3.31 5.00 -3.10
C -3.36 3.84 -2.33
H -7.01 -2.47 -0.96
H -5.23 -0.88 -0.28
H -4.30 -0.19 -4.42
H -6.11 -1.75 -5.07
H -5.95 2.08 -1.40
H -7.44 3.01 0.35
H -4.38 2.45 3.28
H -2.88 1.52 1.54
H -2.61 1.57 -4.74
H -2.57 3.63 -6.11
H -3.48 5.98 -2.66
H -3.56 3.93 -1.27
*
```

Summary:
- orbital gap (spin up / spin down) (Ha) = 0.261 / 0.182
- expectation value of S² = 0.755

Here are the Löwdin charges for atoms 1 to 2, given in e: number 1, Ti, carries 0.76; number 2, C, carries -0.11

no.,DFT total energy (eV)
1,-135595.180
2,-142445.000
3,-128732.690
4,-229465.901